{
  "formula": "C45H31N8O3S3Ti",
  "method": "the ωB97M-V functional and the def2-TZVPD basis",
  "spin_multiplicity": 3,
  "charge": 1,
  "gap_ev": [5.693, 6.341],
  "e_tot_ev": -120848.7967,
  "e_above_lowest_kcal_mol": 85.91,
  "symbols": ["Ti", "C", "C", "N", "C", "C", "N", "C", "C", "C", "C", "C", "N", "C", "C", "N", "C", "C", "N", "C", "C", "C", "N", "C", "C", "H", "H", "H", "H", "H", "H", "H", "H", "H", "H", "H", "H", "S", "C", "C", "C", "C", "C", "C", "N", "C", "C", "C", "C", "C", "C", "C", "C", "N", "C", "C", "C", "C", "C", "S", "C", "H", "H", "H", "H", "H", "H", "H", "H", "H", "H", "H", "H", "C", "C", "C", "C", "C", "C", "C", "S", "O", "O", "O", "H", "H", "H", "H", "H", "H", "H"],
  "xyz": [[0.7818, -0.7092, 0.0076], [-2.0849, -3.8313, 0.0492], [-1.0067, -3.0662, -0.3125], [-0.6043, -2.0121, 0.4316], [-1.2996, -1.7790, 1.5963], [-2.4152, -2.5600, 1.8971], [-2.8187, -3.5608, 1.1410], [-0.6088, -0.8566, 2.4841], [-0.7654, -0.6470, 3.8423], [0.3269, -0.1666, 4.5828], [1.6012, -0.2335, 3.9890], [1.6862, -0.4898, 2.6353], [0.5447, -0.4467, 1.8785], [2.7059, -1.2778, 1.9593], [3.9923, -1.5857, 2.4105], [4.6693, -2.6085, 1.9341], [4.1254, -3.3143, 0.9437], [2.9268, -2.9389, 0.3680], [2.2012, -1.9483, 0.8859], [0.2093, 0.2176, 6.0002], [0.9583, 1.2863, 6.4904], [0.8492, 1.6202, 7.8312], [0.0673, 0.9669, 8.6838], [-0.6482, -0.0491, 8.2167], [-0.6157, -0.4606, 6.8932], [-2.3971, -4.6855, -0.5369], [-0.4392, -3.2636, -1.2147], [-2.9982, -2.3614, 2.7905], [-1.7010, -0.8798, 4.3339], [2.4913, -0.2065, 4.6030], [4.4723, -0.9919, 3.1800], [4.6760, -4.1786, 0.5974], [2.5276, -3.4268, -0.5115], [1.5966, 1.8603, 5.8313], [1.4133, 2.4473, 8.2472], [-1.2747, -0.5615, 8.9380], [-1.1932, -1.3146, 6.5637], [-7.8079, -1.0347, 0.7032], [-8.6619, -0.4052, 2.0396], [-7.8984, 0.4435, 2.7782], [-6.5923, 0.5896, 2.2557], [-6.3740, -0.1488, 1.1216], [-5.1648, -0.2629, 0.3165], [-3.9804, 0.4176, 0.6760], [-2.8455, 0.3267, 0.0291], [-2.7975, -0.4218, -1.0895], [-3.9237, -1.1225, -1.5675], [-3.8395, -1.8584, -2.7921], [-2.7445, -1.7600, -3.5752], [-1.6373, -0.9396, -3.1807], [-0.6403, -0.5558, -4.0853], [0.2338, 0.4593, -3.7366], [0.2832, 0.8113, -2.3771], [-0.5043, 0.2967, -1.4385], [-1.5975, -0.3977, -1.8843], [1.0463, 1.1624, -4.7241], [1.5933, 2.4132, -4.6347], [2.2186, 2.8350, -5.8319], [2.1462, 1.8999, -6.8159], [1.3137, 0.4983, -6.3026], [-5.1072, -1.0407, -0.8258], [-9.6853, -0.7003, 2.2053], [-8.2548, 0.9479, 3.6638], [-5.8506, 1.2295, 2.7122], [-3.9711, 1.0488, 1.5593], [-4.7015, -2.4381, -3.0981], [-2.6981, -2.2470, -4.5412], [-0.6411, -0.9620, -5.0892], [0.9922, 1.5565, -2.0442], [1.5333, 3.0313, -3.7497], [2.6901, 3.7981, -5.9615], [2.5249, 1.9570, -7.8236], [-5.9818, -1.5808, -1.1668], [5.4650, 4.1821, -4.6833], [4.7735, 3.1958, -3.7886], [4.1684, 3.6248, -2.6065], [3.5666, 2.7218, -1.7475], [3.5548, 1.3774, -2.0885], [4.1549, 0.9240, -3.2518], [4.7506, 1.8388, -4.1016], [2.9879, 0.1984, -0.9119], [4.1639, -0.3537, -0.3127], [2.1076, -0.8392, -1.5552], [2.0555, 0.8845, 0.0357], [4.8497, 5.0662, -4.8533], [5.7161, 3.7415, -5.6463], [6.3900, 4.5245, -4.2153], [4.1866, 4.6757, -2.3454], [3.1140, 3.0494, -0.8199], [4.1535, -0.1354, -3.4779], [5.2147, 1.4908, -5.0155]]
}

***

{
  "formula": "C4H11NS",
  "method": "the ωB97M-V functional and the def2-TZVPD basis",
  "smiles": "CNCCCS",
  "gap_ev": 9.452,
  "e_tot_ev": -16650.9593,
  "e_above_lowest_kcal_mol": 19.23,
  "symbols": ["C", "N", "C", "C", "C", "S", "H", "H", "H", "H", "H", "H", "H", "H", "H", "H", "H"],
  "xyz": [[2.4500, -0.0688, 1.3192], [1.4473, 0.1296, 0.3222], [0.1022, -0.3973, 0.5703], [-0.9755, 0.4214, -0.1366], [-1.5114, -0.2182, -1.4024], [-3.2990, -0.0563, -1.6852], [2.5484, 0.7878, 1.9970], [2.2254, -0.9406, 1.9439], [3.4404, -0.1939, 0.8761], [1.6801, 0.1590, -0.6525], [0.0337, -1.4616, 0.2927], [-0.0464, -0.3490, 1.6480], [-1.7816, 0.7425, 0.5261], [-0.4968, 1.3712, -0.3968], [-1.0232, 0.1080, -2.3213], [-1.3848, -1.3025, -1.3810], [-3.4087, 1.2688, -1.5196]]
}

***

Please write out number 2 again, unchanged.
{
  "formula": "C4H11NS",
  "method": "the ωB97M-V functional and the def2-TZVPD basis",
  "smiles": "CNCCCS",
  "gap_ev": 9.452,
  "e_tot_ev": -16650.9593,
  "e_above_lowest_kcal_mol": 19.23,
  "symbols": ["C", "N", "C", "C", "C", "S", "H", "H", "H", "H", "H", "H", "H", "H", "H", "H", "H"],
  "xyz": [[2.4500, -0.0688, 1.3192], [1.4473, 0.1296, 0.3222], [0.1022, -0.3973, 0.5703], [-0.9755, 0.4214, -0.1366], [-1.5114, -0.2182, -1.4024], [-3.2990, -0.0563, -1.6852], [2.5484, 0.7878, 1.9970], [2.2254, -0.9406, 1.9439], [3.4404, -0.1939, 0.8761], [1.6801, 0.1590, -0.6525], [0.0337, -1.4616, 0.2927], [-0.0464, -0.3490, 1.6480], [-1.7816, 0.7425, 0.5261], [-0.4968, 1.3712, -0.3968], [-1.0232, 0.1080, -2.3213], [-1.3848, -1.3025, -1.3810], [-3.4087, 1.2688, -1.5196]]
}

***

Q: Number 2 is which compound?
A: C4H11NS